No. 1
The following is a quantum chemistry calculation of a cluster of 2 separate species, C2H3P in total, from the Open Molecules 2025 dataset.

Each line ends with the natural charge from an NBO analysis.
Positions of all 6 atoms, in Å:
1 C -1.46902 0.44215 -0.16146  -0.194
2 C -0.30169 0.13060 -0.23812  -0.416
3 P 1.42281 0.08207 -0.27829  0.397
4 H -2.49975 0.81493 -0.17648  0.247
5 H 1.49405 -1.78399 -0.19880  -0.016
6 H 1.35361 0.31424 1.05315  -0.018

ΔE to the lowest compared entry with this formula, charge and spin ... 120.8 kJ/mol
Spin multiplicity ... 1
Frontier orbital gap ... 9.616 eV
Charge ... 0


No. 2
The following is a quantum chemistry calculation of a structure of composition C22H20BrN2NaO5S2Si, from the Open Molecules 2025 dataset.

Each line ends with the natural charge from an NBO analysis.
Positions of all 54 atoms, in Å:
1 Na 0.79034 0.17478 0.31877  0.903
2 C -1.01210 5.08225 4.01248  -1.118
3 Si -0.54359 3.39004 4.70301  1.665
4 C 1.31175 3.27542 5.01238  -1.116
5 C -1.32287 3.32063 6.44103  -1.116
6 C -1.26558 1.96765 3.74026  -0.582
7 C -2.18982 1.09516 4.28550  -0.139
8 C -2.68704 0.02954 3.54082  -0.349
9 C -2.22235 -0.11058 2.24588  0.076
10 N -1.35454 0.71409 1.66906  -0.528
11 C -0.84918 1.74656 2.38719  0.086
12 S 0.31570 2.75813 1.64349  -0.459
13 H -0.61260 5.88684 4.63753  0.210
14 H -2.09907 5.19319 3.97206  0.219
15 H -0.61739 5.17831 3.00332  0.265
16 H 1.63479 3.99896 5.76708  0.206
17 H 1.85757 3.46029 4.08897  0.264
18 H 1.57309 2.27679 5.37063  0.233
19 H -0.91909 4.12942 7.05685  0.215
20 H -1.09859 2.37906 6.94859  0.223
21 H -2.40932 3.43785 6.40581  0.217
22 H -2.51755 1.23032 5.31181  0.189
23 H -3.38717 -0.68203 3.95848  0.197
24 H -2.55321 -0.94260 1.63266  0.185
25 O 0.48354 -1.28426 -3.49492  -0.642
26 C 1.38847 -0.58127 -3.06558  0.628
27 N 1.31697 0.34191 -2.08470  -0.947
28 S 2.70526 1.10280 -1.83777  2.289
29 O 3.18496 0.83677 -0.49950  -0.976
30 O 2.68857 2.48286 -2.25006  -0.954
31 C 3.67377 0.17318 -3.03349  -0.216
32 C 5.00154 0.23594 -3.40125  -0.227
33 C 5.44108 -0.62647 -4.39966  -0.221
34 C 4.55610 -1.51480 -5.00694  -0.226
35 C 3.21936 -1.55785 -4.63014  -0.175
36 C 2.78999 -0.70147 -3.63363  -0.145
37 H 5.67741 0.93163 -2.92044  0.219
38 H 6.47953 -0.61178 -4.70750  0.199
39 H 4.91939 -2.18098 -5.78081  0.197
40 H 2.51578 -2.24166 -5.08751  0.226
41 Br 7.17569 -4.21085 3.20240  -0.030
42 C 5.34774 -3.75822 2.83974  -0.063
43 C 4.34761 -4.58965 3.31340  -0.279
44 C 3.02712 -4.25171 3.04564  -0.204
45 C 2.71017 -3.10849 2.32236  -0.057
46 C 3.73920 -2.29617 1.86100  -0.193
47 C 5.06838 -2.61424 2.11531  -0.268
48 C 1.23198 -2.75430 2.03575  0.754
49 O 0.38974 -3.56004 2.45626  -0.736
50 O 1.06930 -1.68364 1.40759  -0.818
51 H 4.59575 -5.47889 3.87799  0.207
52 H 2.20935 -4.86952 3.39284  0.237
53 H 3.48379 -1.40813 1.29685  0.254
54 H 5.87020 -1.98321 1.75614  0.217

ΔE to the lowest compared entry with this formula, charge and spin ... 34.8 kJ/mol
Spin multiplicity ... 1
Frontier orbital gap ... 5.622 eV
Charge ... -2


No. 3
The following is a quantum chemistry calculation of the ion C10H17N3P with charge +1, from the Open Molecules 2025 dataset.

Each line ends with the natural charge from an NBO analysis.
Positions of all 31 atoms, in Å:
1 C -2.64288 -0.68778 -1.53413  -0.411
2 N -1.84545 -1.13093 -0.39687  -0.393
3 C -2.44901 -2.17800 0.40604  -0.459
4 C -0.61708 -0.77115 -0.12396  0.381
5 P 0.15562 0.83043 -1.13298  1.018
6 N -0.02147 1.79980 0.25734  -0.767
7 C -1.40313 2.30826 0.54133  -0.401
8 C 0.95285 2.81842 0.52095  -0.421
9 C 1.76400 0.13833 -0.63776  -0.351
10 C 3.01423 -0.10194 -1.09409  -0.133
11 C 3.59641 -1.13322 -0.32240  -0.229
12 C 2.74739 -1.56548 0.62422  -0.170
13 C 1.55498 -0.63364 0.65359  -0.137
14 N 0.28402 -1.24713 0.72329  -0.557
15 H -2.51880 -1.48987 -2.27944  0.235
16 H -3.79838 -0.72358 -1.22472  0.231
17 H -2.34927 0.38000 -1.69179  0.241
18 H -1.86286 -3.21859 0.24658  0.216
19 H -2.58596 -1.96873 1.46151  0.237
20 H -3.46816 -2.39357 -0.02489  0.244
21 H -1.61035 2.96424 -0.21188  0.184
22 H -2.04074 1.54213 0.43142  0.182
23 H -1.53646 2.87076 1.40436  0.225
24 H 1.98849 2.34535 0.30802  0.218
25 H 0.67588 3.66090 0.04180  0.185
26 H 1.13890 3.10573 1.64005  0.211
27 H 3.36719 0.33787 -1.92367  0.227
28 H 4.60397 -1.45964 -0.65905  0.246
29 H 2.94119 -2.44982 1.32306  0.244
30 H 1.93071 0.15649 1.49927  0.276
31 H 0.03414 -2.10563 1.17484  0.429

ΔE to the lowest compared entry with this formula, charge and spin ... 165.1 kJ/mol
SMILES string ... CN(C)C1=P(=[N+](C)C)C2=CC=C[C@@H]2N1
Spin multiplicity ... 1
Frontier orbital gap ... 8.391 eV
Charge ... +1


No. 4
The following is a quantum chemistry calculation of a cluster of 2 separate species, C7H13NO in total, from the Open Molecules 2025 dataset.

Each line ends with the natural charge from an NBO analysis.
Positions of all 22 atoms, in Å:
1 H 3.63339 -0.11191 0.97889  0.326
2 N 3.03436 0.67333 0.72498  -0.608
3 C 2.19437 0.40620 -0.18800  0.267
4 C 1.26299 1.49412 -0.62761  -0.679
5 C 2.09131 -0.91047 -0.83853  -0.270
6 C 1.16569 -1.26726 -1.72229  -0.345
7 H 1.44326 2.38210 -0.02843  0.237
8 H 0.22727 1.17629 -0.51836  0.235
9 H 1.43824 1.72897 -1.67817  0.221
10 H 2.84212 -1.62956 -0.52773  0.202
11 H 1.15001 -2.25970 -2.14658  0.203
12 H 0.37605 -0.60009 -2.03723  0.209
13 C -1.59186 -0.56137 2.17904  -0.504
14 C -1.19658 -0.89316 0.98149  0.127
15 O -1.75871 -0.28891 -0.25821  -0.546
16 C -2.86489 0.52056 -0.13580  -0.241
17 H -2.42128 0.23665 2.20586  0.205
18 H -1.19886 -0.94988 3.09809  0.229
19 H -0.30954 -1.41721 0.66577  0.208
20 H -3.78939 -0.03953 -0.00776  0.173
21 H -2.80794 1.11602 0.87815  0.154
22 H -2.92000 1.19482 -0.99757  0.198

ΔE to the lowest compared entry with this formula, charge and spin ... 299.9 kJ/mol
SMILES string ... [H]/N=C(/C)C=C.C=COC
Spin multiplicity ... 1
Frontier orbital gap ... 10.271 eV
Charge ... 0


Taking the records one at a time from the top gives largest force on an atom values of 4.00; 0.52; 5.71; 3.55 eV/A.